Formula: C48H46N6O3PPb
Source: OMol25
Level of theory: wB97M-V/def2-TZVPD

Element x y z (Å)
Pb 1.14 0.61 0.46
C -7.62 -0.32 -0.83
O -6.84 0.10 0.28
C -6.19 -0.88 1.06
C -5.38 -0.38 2.07
C -4.68 -1.22 2.87
C -4.81 -2.60 2.74
C -5.63 -3.11 1.74
C -6.31 -2.27 0.88
N -4.29 -3.46 3.77
N -3.17 -3.31 4.32
C -2.15 -2.52 3.80
C -1.26 -2.03 4.75
C -0.24 -1.14 4.46
C -0.04 -0.69 3.13
O 0.93 0.08 2.78
C -0.87 -1.32 2.10
N -0.62 -1.02 0.78
C -1.25 -1.62 -0.17
C -2.16 -2.71 0.09
C -2.42 -3.03 1.38
C -1.84 -2.26 2.42
H -7.88 0.59 -1.35
H -8.58 -0.80 -0.52
H -7.11 -0.98 -1.50
H -5.35 0.68 2.24
H -4.02 -0.80 3.62
H -5.71 -4.16 1.64
H -6.90 -2.71 0.07
H -1.41 -2.30 5.80
H 0.41 -0.82 5.29
H -0.98 -1.27 -1.14
H -2.51 -3.36 -0.72
H -3.04 -3.91 1.63
C 0.03 0.74 -6.15
P 0.52 0.38 -4.32
C 1.07 2.04 -3.74
C 0.34 3.24 -3.89
C 0.71 4.43 -3.30
C 1.81 4.42 -2.44
C 2.52 3.25 -2.21
C 2.18 2.09 -2.90
C -1.12 0.22 -3.55
C -1.91 -0.89 -3.92
C -3.14 -1.16 -3.36
C -3.66 -0.31 -2.34
C -2.84 0.72 -1.87
C -1.61 0.97 -2.46
H -0.69 1.54 -6.26
H -0.33 -0.22 -6.54
H 0.93 1.00 -6.71
H -0.58 3.17 -4.46
H 0.15 5.37 -3.48
H 2.12 5.30 -1.87
H 3.32 3.26 -1.45
H 2.79 1.20 -2.79
H -1.51 -1.56 -4.67
H -3.76 -1.96 -3.79
H -4.59 -0.51 -1.87
H -3.09 1.30 -1.00
H -1.03 1.77 -2.08
C -1.72 4.20 -0.74
C -0.51 4.60 -0.01
C -0.14 5.91 0.05
C 1.02 6.38 0.61
C 1.83 5.40 1.21
C 1.53 4.06 1.15
C 2.52 3.11 1.74
C 0.32 3.57 0.54
N -0.10 2.30 0.56
H -2.25 5.09 -1.04
H -2.43 3.62 -0.17
H -1.50 3.64 -1.67
H -0.81 6.66 -0.41
H 1.23 7.43 0.58
H 2.76 5.75 1.71
H 3.26 3.64 2.31
H 3.05 2.50 0.96
H 2.03 2.39 2.41
C 6.17 -3.48 1.80
N 5.62 -2.15 1.45
N 4.85 -2.20 0.30
C 5.22 -1.23 -0.62
O 4.72 -1.09 -1.73
C 6.35 -0.54 0.03
C 6.59 -1.18 1.19
C 7.67 -0.95 2.17
C 3.60 -2.83 0.43
C 2.92 -3.37 -0.69
C 1.65 -3.89 -0.54
C 1.07 -4.03 0.70
C 1.74 -3.55 1.81
C 2.97 -2.94 1.69
H 5.33 -4.08 2.11
H 6.82 -3.41 2.67
H 6.75 -3.90 0.99
H 6.90 0.28 -0.35
H 8.12 0.03 1.94
H 8.37 -1.73 2.14
H 7.31 -0.86 3.18
H 3.37 -3.30 -1.68
H 1.12 -4.19 -1.40
H 0.08 -4.43 0.77
H 1.23 -3.55 2.77
H 3.53 -2.54 2.55

## Properties
* charge: -1
* LUMO: 2.161 eV
* electronic energy: -80140.752 eV
* largest force on an atom: 1.9 eV/A
* HOMO energy: -0.10688 hartree
* energy relative to the best compared isomer or geometry (same formula, charge and spin): 0.174 eV